# 1
Below is a 3-piece molecular cluster, C17H34BrCl2N3O8P overall at a distorted geometry, with properties calculated with the ωB97M-V functional and the def2-TZVPD basis.

Last column: Mulliken charge in e.
Atoms and positions in Å:
C: 2.034788 1.721733 -2.800620  -1.667
C: 0.751705 1.910438 -3.615719  -0.205
C: -0.251363 0.737966 -3.525902  -1.095
Br: -0.013648 -0.420048 -1.967815  0.094
C: -1.757609 1.097698 -3.698385  0.766
C: -2.391616 -0.164495 -4.377006  0.220
O: -2.951825 -0.993631 -3.652668  -0.674
O: -2.233830 -0.165688 -5.636901  -0.759
N: -2.468247 1.302255 -2.411056  0.848
C: -3.893225 1.488584 -2.587897  -0.761
C: -4.744568 0.407024 -1.959846  0.482
O: -5.766932 0.048110 -2.428750  -0.524
Cl: -4.191416 -0.297074 -0.434172  -0.156
C: -1.912791 2.385409 -1.606311  -0.460
C: -2.350397 2.343221 -0.147772  -0.117
O: -3.291687 2.902556 0.283913  -0.449
Cl: -1.257962 1.433636 0.913623  -0.050
P: -1.857718 2.441817 -5.029934  -0.113
O: -3.336573 2.328828 -5.696299  -0.513
O: -1.948808 3.851297 -4.146395  -0.511
H: 2.749910 2.500739 -3.060025  0.455
H: 2.510614 0.768304 -2.995512  0.362
H: 1.828943 1.843288 -1.742703  0.263
H: 1.071494 1.964465 -4.648222  0.541
H: 0.322385 2.844196 -3.276017  0.244
H: -0.046958 0.089345 -4.365725  0.682
H: -4.221430 1.509598 -3.617109  0.169
H: -4.227335 2.426734 -2.142928  0.741
H: -2.230728 3.375460 -1.936929  0.354
H: -0.830954 2.386685 -1.595418  0.292
H: -3.732733 1.458720 -5.556248  0.382
H: -1.221858 4.397893 -4.448103  0.324
C: -1.210228 -4.534505 1.915577  -1.520
C: -0.417841 -3.766479 0.861832  0.398
C: 1.063512 -4.166048 0.801459  -0.710
O: 1.871122 -3.655296 1.848698  -0.334
C: 1.815987 -4.400400 3.047525  -0.728
N: -0.616551 -2.332559 1.075389  -0.385
H: -1.013163 -4.165836 2.922660  0.283
H: -2.277945 -4.418325 1.734166  0.357
H: -0.977863 -5.602178 1.887433  0.361
H: -0.845588 -4.011014 -0.114918  0.456
H: 1.485722 -3.755399 -0.118980  0.321
H: 1.175323 -5.258024 0.746217  0.441
H: 1.698124 -5.470225 2.849611  0.357
H: 1.005507 -4.056874 3.695847  0.237
H: 2.756650 -4.246649 3.577640  0.249
H: -0.184689 -1.828579 0.303340  -0.155
H: -0.081971 -2.050158 1.895495  0.196
C: 4.266393 1.634498 3.978447  -1.418
C: 3.143959 1.131720 4.880241  0.295
C: 2.285709 0.031195 4.241463  -0.625
O: 1.360279 0.489871 3.283476  -0.282
C: 1.888489 0.681636 1.980327  0.019
N: 2.339975 2.276512 5.319492  -0.772
H: 3.894567 2.294379 3.195680  0.294
H: 4.989518 2.203497 4.563166  0.348
H: 4.794350 0.804288 3.505209  0.346
H: 3.610046 0.691979 5.768197  0.427
H: 1.682350 -0.424805 5.033206  0.326
H: 2.911113 -0.762701 3.817531  0.313
H: 2.653356 -0.063660 1.744693  0.334
H: 2.298271 1.688811 1.865282  0.244
H: 1.064708 0.581063 1.276774  -0.459
H: 1.656672 1.960226 6.001176  0.275
H: 1.776509 2.574981 4.527497  0.341

Forces on atoms 1 to 3 (eV/Å):
0.0 0.4 -0.1
0.8 -0.7 0.9
-0.4 0.6 -0.4

## Properties
HOMO   -0.181 Eh
Maximum force   0.04436 Eh/bohr
Net charge   -1
Total energy   -5270.18167 Ha



# 2
Below is a 6-piece molecular cluster, C5H21NO5 overall at a distorted geometry, with properties calculated with the ωB97M-V functional and the def2-TZVPD basis.

Last column: Löwdin spin population.
Atoms and positions in Å:
C: -2.616681 -1.538103 -0.511376  0.069
N: -3.185112 -0.195958 -0.785000  0.664
C: -2.296891 0.399259 -1.758334  0.063
C: -1.270816 1.093197 -0.903782  0.053
C: -1.726772 1.409269 0.558182  0.028
C: -3.156110 0.788491 0.376276  0.038
H: -2.908304 -2.195174 -1.404902  0.017
H: -3.048455 -1.996330 0.331749  0.000
H: -1.586831 -1.656236 -0.433627  0.026
H: -1.971328 -0.241169 -2.526412  0.001
H: -2.800150 1.043386 -2.459123  0.021
H: -1.003282 2.039312 -1.329528  0.002
H: -0.362137 0.447063 -0.879838  0.008
H: -1.591154 2.545548 0.723499  0.002
H: -0.875170 1.053539 1.177820  0.002
H: -3.744446 0.475954 1.236740  -0.001
H: -3.566572 1.697280 -0.043950  0.007
H: 1.209440 -0.278155 3.555916  0.000
H: 2.079824 0.411523 2.570082  0.000
O: 2.000434 -0.453685 3.051842  0.000
H: 2.163849 2.738849 1.390309  0.000
H: 2.698341 1.468783 0.742033  0.000
O: 2.191796 1.754532 1.470999  0.000
H: 2.391788 -2.976225 1.476562  0.000
H: 2.732450 -1.661578 2.042389  0.000
O: 3.066900 -2.281517 1.485073  0.000
H: 3.351639 -2.309597 -1.254255  0.000
H: 2.610652 -1.504777 -0.137567  0.000
O: 2.897376 -1.560326 -1.067194  0.000
H: 2.490071 0.786018 -2.845421  0.000
H: 3.006398 -0.149857 -1.851657  0.000
O: 2.819253 0.846682 -1.997506  0.000

Forces on atoms 1 to 3 (eV/Å):
-4.1 -1.5 -2.2
4.6 -0.2 2.1
-1.5 1.3 -1.0

## Properties
Expectation value of S²   0.75
HOMO (spin up / spin down)   -0.483 / -0.483 Eh
Maximum force   0.09759 Eh/bohr
Multiplicity   2
Net charge   +1
Relative energy (zero: lowest compared OMol25 entry of this formula, charge and spin)   248.34 kJ/mol
Total energy   -633.66569 Ha



# 3
Below is a 2-piece molecular cluster, C6H8N2 overall at a distorted geometry, with properties calculated with the ωB97M-V functional and the def2-TZVPD basis.

Last column: Mulliken charge in e.
Atoms and positions in Å:
C: -0.372127 -2.322415 -0.343424  0.113
C: 0.006866 -3.503278 -0.631872  -0.338
C: -0.648721 -1.010209 -0.886659  0.879
C: 0.886658 -0.404939 1.882335  0.396
C: 1.458817 -1.423082 2.324966  -0.592
C: -0.964400 1.156123 -1.900812  -0.727
N: -0.793211 -1.153647 0.444273  -0.396
N: -0.626777 -0.246465 -1.892415  -0.062
H: 0.578890 0.604597 1.727694  0.480
H: 1.361347 -2.491407 2.125969  0.283
H: 2.255090 -1.315583 3.085271  0.332
H: -1.670466 -1.149403 0.970610  0.310
H: -1.240594 1.518058 -0.911286  0.327
H: -1.796179 1.326645 -2.592520  0.334
H: -0.114308 1.729899 -2.283114  0.331
H: -0.351898 -0.627865 -2.806845  0.328

Forces on atoms 1 to 3 (eV/Å):
-1.3 3.8 0.1
0.8 -2.6 -0.5
0.7 -1.6 -1.0

## Properties
HOMO   -0.725 Eh
Maximum force   0.07723 Eh/bohr
Net charge   +2
Relative energy (zero: lowest compared OMol25 entry of this formula, charge and spin)   441.56 kJ/mol
Total energy   -341.90482 Ha



# 4
Below is one molecule with the formula C3H7N3 at a distorted geometry, with properties calculated with the ωB97M-V functional and the def2-TZVPD basis.

Last column: Mulliken charge in e.
Atoms and positions in Å:
C: -1.527166 0.201529 -0.869469  -1.117
C: 1.014557 -0.102852 -0.024555  0.422
C: -0.655565 -0.171594 0.288046  0.443
N: 1.482023 0.520106 1.070425  -0.471
N: 1.420678 -0.151719 -1.205006  -0.599
N: -1.122092 -0.933184 1.190042  -0.663
H: 2.450654 0.820997 1.085557  0.255
H: 0.451478 0.786333 1.440935  0.323
H: 2.164944 -0.798743 -1.443727  0.243
H: -0.482721 -1.055077 1.977658  0.272
H: -1.096314 -0.173291 -1.797070  0.295
H: -2.519467 -0.230089 -0.759147  0.333
H: -1.581010 1.287582 -0.953690  0.264

Forces on atoms 1 to 3 (eV/Å):
0.1 0.0 -0.2
-3.1 2.9 0.4
1.3 -2.2 -2.2

## Properties
HOMO   -0.306 Eh
Maximum force   0.08431 Eh/bohr
Relative energy (zero: lowest compared OMol25 entry of this formula, charge and spin)   282.40 kJ/mol
Total energy   -282.66669 Ha
SMILES   [H]/N=C(C)\C(N)=N\[H]



maximum force of number 3 (C6H8N2)? 0.07723 Eh/bohr



Which formula does entry 4 have? C3H7N3



Which of these has the lowest maximum force? C17H34BrCl2N3O8P



Among the records above, which one has the lowest total energy? C17H34BrCl2N3O8P